C5H41NO15 | ωB97M-V/def2-TZVPD

Geometry (Å):
1 C 2.211441 -1.988695 0.793878
2 N 1.587307 -0.836955 0.112674
3 C 0.186935 -0.637262 0.635013
4 C -0.742192 -0.425194 -0.497680
5 C -0.448666 0.986835 -1.159281
6 O -1.262542 1.821390 -0.435124
7 C 3.336933 -1.539403 1.699511
8 H 2.582912 -2.741019 0.100880
9 H 1.581319 -2.608600 1.364543
10 H 2.094906 0.042697 0.281846
11 H 0.220151 0.160416 1.338871
12 H -0.354598 -1.516269 1.068157
13 H -1.821447 -0.483629 -0.062343
14 H -0.772287 -1.037503 -1.353082
15 H 0.553100 1.407850 -1.170504
16 H -0.826513 1.039936 -2.230277
17 H -1.024277 1.674448 0.450228
18 H 4.218776 -1.058736 1.315592
19 H 3.860964 -2.429177 2.067015
20 H 2.857228 -0.923353 2.443995
21 H 2.963205 -1.146021 -2.543722
22 H 1.684716 -0.599354 -1.937044
23 O 2.091605 -1.136842 -2.748111
24 H -0.670744 -3.472615 0.015483
25 H -2.013625 -3.316512 0.216160
26 O -1.403473 -3.362795 -0.522393
27 H 0.542975 1.646996 -4.580411
28 H 1.012206 0.822135 -3.588069
29 O 0.980558 1.716826 -3.829871
30 H -2.668621 -3.396556 -2.547922
31 H -2.848618 -2.276256 -1.621493
32 O -2.898457 -2.373368 -2.604744
33 H -0.247468 -0.168813 3.231488
34 H -1.378428 -0.098323 4.306296
35 O -1.232838 -0.441647 3.344697
36 H -4.882817 -1.207012 0.039962
37 H -3.611241 -0.401973 -0.463895
38 O -3.961658 -1.178366 -0.015674
39 H 1.072714 4.608085 1.666986
40 H 1.749917 3.205332 1.134544
41 O 1.249464 3.581314 1.867979
42 H -0.492888 2.588868 3.869251
43 H 0.409756 2.215386 2.613639
44 O -0.055024 1.872004 3.307776
45 H -3.051903 -2.450394 2.029622
46 H -1.751711 -2.372078 2.525794
47 O -2.309944 -3.083168 2.343071
48 H -0.345632 -1.249141 -3.529225
49 H -1.515014 -0.649487 -4.463978
50 O -0.635916 -0.436819 -4.076792
51 H 1.423071 0.589674 4.405118
52 H 2.342091 1.592677 3.705352
53 O 2.364767 0.677070 4.193746
54 H 0.351915 3.812967 -1.436199
55 H 1.001759 3.096653 -2.770347
56 O 1.157345 3.741683 -1.998096
57 H 1.850496 2.510979 -0.953697
58 H 3.221642 2.054705 -0.558309
59 O 2.329379 2.172298 -0.191710
60 H -3.005715 0.641304 -2.100032
61 H -3.177365 1.680344 -0.984871
62 O -3.679950 1.082467 -1.514244

Atomic forces in eV per Å
2.1 0.0 -1.9
-1.7 -1.5 4.6
-0.2 -2.4 -1.4
-1.4 3.3 -1.4
-2.1 -1.3 -1.4
-1.0 2.7 -0.6
0.4 -0.3 0.3
0.3 0.3 -0.8
-1.7 0.0 0.6
0.3 0.3 -1.1
0.0 0.9 0.4
1.8 0.2 0.3
2.0 0.5 -0.8
0.6 -2.0 -0.3
0.2 -1.0 0.1
0.6 -0.4 1.3
0.1 0.3 2.3
-0.1 0.9 -1.0
-0.8 -0.1 0.6
0.5 0.1 0.8
4.6 -0.2 0.7
1.2 -1.7 -2.7
-5.8 1.9 1.9
3.0 -0.8 1.1
-1.2 -0.1 0.3
-1.7 0.4 -0.9
-3.3 0.1 -5.8
0.3 -2.1 0.8
3.3 2.2 4.7
-0.7 3.0 -0.9
-0.4 0.6 -1.0
1.0 -3.3 1.5
-2.7 -0.5 0.4
0.1 -1.0 -2.6
2.2 0.8 2.2
-2.1 0.5 -0.3
-1.3 0.6 -0.3
3.0 -1.3 0.8
0.8 -3.7 0.6
0.4 0.3 -0.5
-0.8 3.6 -0.4
1.2 -1.3 -1.7
1.8 2.7 -2.5
-3.1 -0.9 4.5
0.8 -1.9 0.5
2.3 1.7 1.4
-3.2 0.5 -1.9
-1.0 1.6 -1.7
0.9 -0.2 0.6
0.0 -1.9 1.0
0.3 0.1 0.2
0.2 -2.5 1.5
-0.3 2.4 -1.7
0.5 -0.1 -1.0
-0.2 1.1 1.2
-0.6 -1.1 -0.2
-0.5 1.2 -0.8
-0.1 0.3 0.4
1.3 -1.5 0.6
-1.1 0.8 0.6
0.8 0.9 0.5
0.3 -1.6 -1.5

Net charge = +1
DFT total energy = -1397.99284 Eh
Frontier orbital gap (alpha / beta) = 10.5 / 5.2 eV
Multiplicity = 2

---

C5H4Br2FN | ωB97M-V/def2-TZVPD

Geometry (Å):
1 C -0.622060 0.186560 -0.097589
2 C 0.170022 -0.824874 0.334705
3 C -0.175299 1.210819 -0.981853
4 C 1.582089 -0.741908 0.365227
5 C 2.015233 0.802742 -0.789026
6 N 1.019093 1.260845 -1.513765
7 F 3.065325 0.401556 -1.613041
8 Br 2.563732 -2.327806 -0.149163
9 Br 2.942855 2.080069 0.460710
10 H -1.613030 0.001208 0.091414
11 H -0.415249 -1.721339 0.399852
12 H -0.972721 1.857369 -1.472178
13 H 2.066608 -0.302038 1.113339

Atomic forces in eV per Å
2.4 0.4 0.6
-0.8 0.4 -0.7
-0.7 0.8 -1.3
-0.1 -0.1 -4.6
2.8 -2.6 0.8
-2.0 1.5 0.4
-0.9 0.2 0.8
-0.3 0.3 0.2
-0.9 -0.5 -0.4
-2.5 0.2 -0.2
0.5 -0.9 0.7
1.1 -1.0 0.5
1.6 1.5 3.3

DFT total energy = -5495.47363 Eh
Frontier orbital gap = 8.3 eV

---

C5H4BrIS | ωB97M-V/def2-TZVPD

Geometry (Å):
1 C -0.880062 0.519550 -0.832680
2 C -1.928638 -0.389992 -0.780010
3 C 0.215299 0.422399 -0.063713
4 C -0.368111 -1.382836 0.983080
5 C 1.443670 0.984614 0.357100
6 S -1.806856 -1.741199 0.258967
7 Br 0.731556 -2.408609 2.027400
8 I 3.252172 0.061195 -0.610771
9 H -0.982713 1.347755 -1.524068
10 H -2.845520 -0.282447 -1.323630
11 H 1.641180 0.831638 1.414178
12 H 1.528023 2.037933 0.094148

Atomic forces in eV per Å
0.0 0.3 -0.1
-0.2 -0.8 0.3
-1.6 -4.6 2.5
0.8 3.7 -2.6
0.8 0.2 -0.2
0.8 0.9 -0.1
-0.1 -0.1 0.1
-0.4 0.2 0.2
0.0 0.1 0.0
-0.2 0.0 -0.1
0.0 0.0 -0.1
0.1 0.0 0.0

DFT total energy = -3462.66029 Eh
Frontier orbital gap (alpha / beta) = 6.9 / 6.9 eV

---

C5H4BrN2S | ωB97M-V/def2-TZVPD

Geometry (Å):
1 Br 2.612182 1.573536 -0.586098
2 C 1.315844 0.251238 -0.451432
3 N 1.434225 -1.022210 -0.865898
4 C 0.288794 -1.713615 -0.609272
5 C -0.571677 -0.826373 -0.010723
6 S -2.160216 -0.724770 0.651045
7 C -1.875029 0.945037 1.019084
8 C -0.655546 1.388318 0.661460
9 N 0.088179 0.389668 0.077319
10 H 2.260921 -1.407894 -1.306311
11 H 0.160818 -2.747008 -0.856375
12 H -2.648376 1.518908 1.492491
13 H -0.250119 2.375164 0.784710

Atomic forces in eV per Å
-0.4 -0.4 0.1
0.4 0.3 -0.1
0.1 0.7 0.2
-0.8 0.0 0.3
0.3 -0.5 -0.3
0.0 -0.1 0.0
0.5 0.0 -0.2
-0.9 0.7 0.6
0.8 -1.0 -0.6
-0.1 0.1 0.1
0.0 -0.2 -0.1
-0.1 0.1 0.1
0.1 0.1 0.0

Net charge = +1
DFT total energy = -3274.39398 Eh
Frontier orbital gap = 9.0 eV
SMILES = Brc1[nH+]cc2sccn12

---

C5H4BrNO2S | ωB97M-V/def2-TZVPD

Geometry (Å):
1 O 0.343165 -1.807233 -1.492010
2 C 1.027913 -1.675449 -0.523365
3 S 1.753133 -2.531875 0.924245
4 C 1.744467 -0.818038 0.303361
5 C 1.836197 0.383638 0.853868
6 Br 1.658755 2.012510 -0.058949
7 H 2.359476 0.498707 1.708559
8 C -1.908897 0.700652 -1.074789
9 N -1.020075 0.568301 -0.015063
10 C -0.862844 0.354776 1.155530
11 O -0.552929 0.271837 2.279951
12 H -1.248787 0.599321 -1.899348
13 H -2.631465 -0.118018 -1.223180
14 H -2.498108 1.560872 -0.938809

Atomic forces in eV per Å
0.7 -0.3 1.0
-0.7 -0.2 -1.5
-0.2 0.6 -0.6
-0.4 0.1 1.1
0.3 -0.4 -3.0
0.0 0.0 -0.1
1.2 0.4 2.9
-0.6 -1.8 -0.7
0.5 -1.1 3.1
-0.7 0.9 -1.2
0.0 -0.4 0.4
-0.1 0.9 -1.5
0.3 -0.1 0.6
-0.4 1.5 -0.5

DFT total energy = -3370.26541 Eh
Frontier orbital gap (alpha / beta) = 8.5 / 8.5 eV
SMILES = O=C1S/C1=C/Br.CN=C=O

---

C5H4Cl2O | ωB97M-V/def2-TZVPD

Geometry (Å):
1 Cl -2.466202 -1.917986 -0.314787
2 C -1.382328 -1.230332 0.900446
3 C -0.392200 -0.404801 0.569833
4 C -0.342335 0.297379 -0.855538
5 C 1.086129 0.891252 -0.735340
6 Cl 1.947552 1.742184 -1.914850
7 C 1.456913 0.746961 0.497420
8 O 0.623365 0.012183 1.394388
9 H -1.333838 -1.606343 1.896105
10 H -1.145809 1.042963 -0.922004
11 H -0.449905 -0.561307 -1.630079
12 H 2.398657 0.987847 1.114406

Atomic forces in eV per Å
0.5 0.6 1.0
1.1 0.0 -0.3
-1.7 0.8 -2.3
1.3 -2.1 0.6
-2.3 -0.3 -0.6
0.2 0.2 -0.5
2.9 -0.5 4.6
-0.2 0.6 -2.0
-0.7 -0.7 0.4
0.3 -0.2 -0.3
0.2 1.8 1.0
-1.5 0.0 -1.7

DFT total energy = -1188.47805 Eh
Frontier orbital gap = 9.5 eV
SMILES = Cl/C=C1\CC(Cl)=CO1

---

C5H4Cl4 | ωB97M-V/def2-TZVPD

Geometry (Å):
1 C 0.483585 -0.122258 1.153274
2 C 0.257979 1.127967 1.195678
3 C 0.579056 -1.383944 1.090969
4 C -0.195749 -0.811766 -1.968338
5 C -0.445140 1.816296 0.052997
6 Cl -0.720368 -2.456445 1.457542
7 Cl 1.965148 -2.199219 0.333552
8 Cl 0.952482 -1.951445 -2.338360
9 Cl -1.746047 -1.277827 -2.547217
10 H 0.548298 1.594064 2.130743
11 H 0.281722 2.487103 -0.526886
12 H -1.363661 2.194933 0.503725
13 H -0.597304 0.982542 -0.537679

Atomic forces in eV per Å
0.2 -0.3 0.1
0.2 1.8 0.7
0.8 -2.4 -0.9
-0.4 0.5 -0.1
1.9 1.1 1.2
-0.1 -0.1 0.2
-0.1 0.2 1.6
0.0 -0.4 -1.1
0.0 -0.1 0.1
0.0 0.6 -0.1
-1.5 -0.4 1.1
0.1 0.7 -0.7
-1.0 -1.1 -1.9

DFT total energy = -2033.49301 Eh
Frontier orbital gap = 8.2 eV

---

C5H4ClN3 | ωB97M-V/def2-TZVPD

Geometry (Å):
1 C -1.043052 -2.383663 -0.317985
2 C 0.335936 1.734391 0.138309
3 C -0.887019 -0.043119 -0.146964
4 C -1.687210 1.037695 -0.120178
5 C 1.555682 -0.440927 0.109842
6 N -1.095405 -3.524913 -0.327275
7 N -0.930143 2.128095 0.026978
8 N 0.376452 0.407601 0.062514
9 Cl -3.355171 1.178513 -0.085770
10 H 1.235425 2.286003 0.223551
11 H 1.104359 -1.498025 -0.224170
12 H 2.448438 -0.114834 -0.522635
13 H 1.941709 -0.766817 1.183783

Atomic forces in eV per Å
0.1 5.6 0.5
-1.9 -0.5 -0.3
0.5 -3.2 0.0
-1.1 0.0 0.2
0.6 -3.9 0.7
0.0 -1.2 -0.1
1.2 1.1 0.2
2.2 -1.9 0.0
-0.9 -0.2 -0.3
0.4 0.7 0.1
1.6 2.3 0.2
-1.6 -0.3 0.8
-0.9 1.4 -1.9

DFT total energy = -817.19385 Eh
Frontier orbital gap (alpha / beta) = 7.5 / 7.5 eV

---

Repeat the third record exactly.
C5H4BrIS | ωB97M-V/def2-TZVPD

Geometry (Å):
1 C -0.880062 0.519550 -0.832680
2 C -1.928638 -0.389992 -0.780010
3 C 0.215299 0.422399 -0.063713
4 C -0.368111 -1.382836 0.983080
5 C 1.443670 0.984614 0.357100
6 S -1.806856 -1.741199 0.258967
7 Br 0.731556 -2.408609 2.027400
8 I 3.252172 0.061195 -0.610771
9 H -0.982713 1.347755 -1.524068
10 H -2.845520 -0.282447 -1.323630
11 H 1.641180 0.831638 1.414178
12 H 1.528023 2.037933 0.094148

Atomic forces in eV per Å
0.0 0.3 -0.1
-0.2 -0.8 0.3
-1.6 -4.6 2.5
0.8 3.7 -2.6
0.8 0.2 -0.2
0.8 0.9 -0.1
-0.1 -0.1 0.1
-0.4 0.2 0.2
0.0 0.1 0.0
-0.2 0.0 -0.1
0.0 0.0 -0.1
0.1 0.0 0.0

DFT total energy = -3462.66029 Eh
Frontier orbital gap (alpha / beta) = 6.9 / 6.9 eV

---

- DFT total energy of number 7 (C5H4Cl4)?
  -2033.49301 Eh

---

- Number 4 is which compound?
  C5H4BrN2S

---

- Which of these has the highest DFT total energy?
  C5H4ClN3